Entry 1:
This record from OMol25 describes a molecular structure, C27H50LiN3Si3. The level of theory is ωB97M-V/def2-TZVPD.

ORCA input file:
```
! RIJCOSX wB97M-V def2-TZVPD def2/J DEFGRID3
* xyz -2 1
Li -0.350 1.054 0.388
C 1.462 0.518 -2.088
N 1.672 0.864 -0.687
C 2.560 -0.087 -0.047
C 2.007 2.249 -0.526
C 3.288 2.678 -0.244
C 3.578 4.030 -0.046
C 2.546 4.945 -0.130
C 1.249 4.538 -0.425
C 0.927 3.184 -0.638
N -0.296 2.620 -0.820
C -1.470 3.243 -1.058
C -1.696 4.525 -1.606
C -2.979 5.032 -1.778
C -4.095 4.295 -1.426
C -3.906 2.997 -0.941
C -2.644 2.467 -0.776
N -2.433 1.110 -0.351
C -3.417 0.581 0.575
C -2.271 0.220 -1.503
H 2.409 0.550 -2.653
H 0.761 1.225 -2.529
H 1.055 -0.490 -2.156
H 3.554 -0.135 -0.522
H 2.109 -1.079 -0.118
H 2.671 0.173 1.000
H 4.083 1.948 -0.154
H 4.586 4.344 0.195
H 2.737 5.998 0.054
H 0.462 5.276 -0.408
H -0.855 5.124 -1.923
H -3.096 6.029 -2.193
H -5.093 4.700 -1.540
H -4.768 2.390 -0.694
H -4.404 0.415 0.111
H -3.527 1.259 1.421
H -3.061 -0.380 0.948
H -3.204 0.140 -2.085
H -1.980 -0.781 -1.175
H -1.491 0.616 -2.153
C 0.121 1.584 5.624
Si 0.786 1.228 3.860
C 1.879 -0.302 4.111
C 1.948 2.688 3.520
C -0.399 1.031 2.527
H 0.922 1.720 6.361
H -0.513 0.757 5.959
H -0.493 2.489 5.619
H 2.531 -0.174 4.983
H 2.505 -0.497 3.244
H 1.264 -1.193 4.271
H 2.671 2.851 4.326
H 1.366 3.607 3.397
H 2.495 2.537 2.585
H -1.020 1.936 2.402
H -1.081 0.182 2.650
C -0.606 -3.018 1.954
Si -0.125 -3.960 0.389
C 1.588 -4.716 0.789
C -1.241 -5.506 0.343
C -0.241 -2.915 -1.055
Si -0.084 -3.350 -2.773
C -0.705 -5.108 -3.159
C 1.673 -3.353 -3.534
C -1.040 -2.205 -3.956
H -0.450 -3.619 2.856
H -1.658 -2.721 1.918
H -0.023 -2.099 2.054
H 1.571 -5.346 1.686
H 2.323 -3.921 0.945
H 1.940 -5.326 -0.051
H -1.172 -6.063 1.283
H -0.958 -6.180 -0.471
H -2.284 -5.218 0.187
H -0.090 -1.859 -0.808
H -0.082 -5.865 -2.673
H -0.675 -5.293 -4.237
H -1.731 -5.248 -2.809
H 2.314 -4.052 -2.988
H 2.131 -2.362 -3.450
H 1.675 -3.637 -4.593
H -2.109 -2.223 -3.725
H -0.904 -2.500 -5.002
H -0.702 -1.169 -3.857
*
```

The value obtained for the HOMO energy is -1.05 eV. Its relative energy (zero: lowest compared OMol25 entry of this formula, charge and spin) is 0.1 kJ/mol. As for the LUMO energy: 4.55 eV. As for the total energy: -57121.6946 eV. The value obtained for the HOMO-LUMO gap is 5.5995 eV.


Entry 2:
This record from OMol25 describes a molecular structure, C27H51As3LiN3Si. The level of theory is ωB97M-V/def2-TZVPD.

ORCA input file:
```
! RIJCOSX wB97M-V def2-TZVPD def2/J DEFGRID3
* xyz 0 1
Li -1.896 -0.709 -0.227
N -1.935 -2.792 0.070
C -3.116 -3.381 -0.566
C -3.443 -2.631 -1.853
N -3.515 -1.191 -1.647
C -4.753 -0.650 -1.092
C -4.717 -0.495 0.425
N -3.491 0.204 0.825
H -1.075 -3.048 -0.413
H -1.819 -3.125 1.020
H -3.951 -3.299 0.130
H -3.003 -4.446 -0.797
H -4.370 -3.043 -2.277
H -2.647 -2.816 -2.579
H -3.288 -0.695 -2.497
H -5.624 -1.260 -1.369
H -4.900 0.341 -1.532
H -4.723 -1.468 0.920
H -5.628 0.029 0.735
H -3.465 0.335 1.829
H -3.471 1.128 0.400
C 2.000 -1.582 -2.359
As 1.721 -2.535 -0.671
C 2.778 -4.121 -1.157
C 3.184 -1.753 0.404
C 3.006 -0.418 1.150
C 2.601 0.677 0.157
C 1.990 -0.502 2.297
As 0.075 -0.258 1.889
C -0.035 1.682 2.102
C -0.525 -0.724 3.706
C 4.383 -0.009 1.722
As 5.382 -0.878 3.203
C 4.827 -2.766 3.231
C 4.339 -0.321 4.775
H 3.061 -1.408 -2.541
H 1.456 -0.640 -2.356
H 1.597 -2.201 -3.163
H 3.759 -3.831 -1.537
H 2.251 -4.687 -1.924
H 2.909 -4.761 -0.285
H 4.026 -1.652 -0.290
H 3.450 -2.542 1.106
H 1.623 0.480 -0.292
H 3.325 0.743 -0.659
H 2.552 1.658 0.636
H 2.217 0.266 3.040
H 2.071 -1.468 2.802
H 0.545 2.017 2.964
H -1.083 1.951 2.249
H 0.316 2.179 1.199
H 0.063 -0.202 4.463
H -0.430 -1.799 3.861
H -1.573 -0.450 3.826
H 4.320 1.027 2.075
H 5.099 0.011 0.895
H 5.196 -3.288 2.350
H 3.749 -2.895 3.311
H 5.297 -3.210 4.109
H 4.222 0.763 4.771
H 4.905 -0.596 5.665
H 3.358 -0.789 4.820
C 2.450 4.571 -1.567
C 2.625 3.455 -2.374
C 1.616 2.509 -2.488
C 0.402 2.630 -1.801
C 0.252 3.766 -1.001
C 1.251 4.724 -0.885
Si -0.866 1.196 -1.910
C -2.572 2.030 -2.241
C -3.271 1.766 -3.429
C -4.572 2.207 -3.638
C -5.223 2.956 -2.665
C -4.549 3.258 -1.489
C -3.254 2.796 -1.286
H 3.231 5.315 -1.479
H 3.551 3.323 -2.923
H 1.776 1.655 -3.141
H -0.668 3.922 -0.446
H 1.090 5.595 -0.259
H -0.572 0.760 -3.331
H -2.771 1.214 -4.219
H -5.076 1.976 -4.569
H -6.231 3.315 -2.830
H -5.032 3.861 -0.728
H -2.763 3.046 -0.348
*
```

The value obtained for the HOMO energy is -6.01 eV. Its relative energy (zero: lowest compared OMol25 entry of this formula, charge and spin) is 0.0 kJ/mol. As for the LUMO energy: 0.07 eV. As for the total energy: -223895.4760 eV. The value obtained for the HOMO-LUMO gap is 6.0758 eV.


Entry 3:
This record from OMol25 describes 3 unconnected molecules or ions with the total composition C27H51BN2O9. The level of theory is ωB97M-V/def2-TZVPD.

ORCA input file:
```
! RIJCOSX wB97M-V def2-TZVPD def2/J DEFGRID3
* xyz 0 1
C 0.080 -1.317 6.350
C 1.417 -1.131 7.099
C 2.499 -0.517 6.205
C 3.109 -1.575 5.276
C 3.784 -1.057 4.017
C 4.957 -0.102 4.251
O 4.533 1.126 4.859
N 5.585 1.634 5.699
O 5.163 1.947 6.732
O 4.494 -2.225 3.481
C 4.394 -2.144 2.107
O 5.321 -2.292 1.383
C 2.929 -1.789 1.815
N 2.820 -1.501 0.402
C 1.590 -1.904 -0.265
C 1.441 -1.250 -1.636
C 0.943 0.197 -1.607
B 2.187 -3.176 2.238
O 2.854 -4.330 1.900
C 0.766 -3.248 2.922
C -0.255 -3.853 1.913
C 2.777 -0.664 2.883
C 2.889 0.770 2.361
C 1.584 1.182 1.657
C 0.556 1.778 2.626
C 0.549 3.306 2.697
O 0.862 3.947 1.445
C -0.164 4.150 0.617
O -1.196 3.542 0.623
H -0.302 -2.333 6.455
H -0.682 -0.642 6.739
H 0.207 -1.125 5.283
H 1.761 -2.089 7.495
H 1.250 -0.449 7.933
H 2.051 0.290 5.617
H 3.282 -0.083 6.826
H 3.836 -2.167 5.838
H 2.312 -2.257 4.962
H 5.461 0.086 3.299
H 5.662 -0.613 4.908
H 3.076 -0.553 0.163
H 1.615 -2.987 -0.427
H 0.689 -1.667 0.324
H 2.396 -1.319 -2.164
H 0.730 -1.855 -2.203
H 1.734 0.861 -1.256
H 0.070 0.274 -0.957
H 0.671 0.503 -2.615
H 3.026 -4.926 2.634
H 0.821 -3.888 3.808
H 0.435 -2.252 3.211
H -0.904 -3.069 1.525
H 0.232 -4.327 1.061
H -0.886 -4.591 2.404
H 1.804 -0.693 3.390
H 3.726 0.839 1.658
H 3.073 1.453 3.188
H 1.141 0.288 1.221
H 1.793 1.865 0.835
H 0.717 1.392 3.637
H -0.444 1.458 2.331
H -0.442 3.641 3.007
H 1.272 3.688 3.416
H 0.052 4.962 -0.088
C -3.630 0.446 -5.025
C -3.234 1.477 -3.969
C -1.908 0.914 -3.476
O -1.318 0.238 -4.588
C -2.279 0.094 -5.635
H -4.340 0.819 -5.762
H -4.068 -0.431 -4.545
H -3.080 2.453 -4.436
H -3.965 1.594 -3.171
H -2.059 0.190 -2.668
H -1.222 1.685 -3.124
H -2.021 0.784 -6.446
H -2.235 -0.924 -6.022
C -6.035 2.226 -9.694
C -6.495 2.763 -8.341
C -7.434 1.658 -7.874
O -6.931 0.441 -8.428
C -5.938 0.732 -9.412
H -5.094 2.651 -10.039
H -6.796 2.418 -10.453
H -5.641 2.845 -7.664
H -6.981 3.736 -8.396
H -8.452 1.813 -8.247
H -7.473 1.570 -6.787
H -4.956 0.465 -9.005
H -6.115 0.122 -10.299
*
```

As for the SMILES: CCCC[C@@]1(CON=O)OC(=O)[C@@](NCCC)(B(O)CC)[C@@H]1CCCCOC=O.C1CCOC1.C1CCOC1. The value obtained for the HOMO energy is -8.70 eV. Its relative energy (zero: lowest compared OMol25 entry of this formula, charge and spin) is 0.0 kJ/mol. As for the LUMO energy: -0.14 eV. As for the total energy: -50907.5295 eV. The value obtained for the HOMO-LUMO gap is 8.5606 eV.


> Among the records above, which one has the highest relative energy (zero: lowest compared OMol25 entry of this formula, charge and spin)?

C27H50LiN3Si3


> The highest HOMO-LUMO gap belongs to which entry?

C27H51BN2O9